C5H9NO2 as an isolated structure at a distorted geometry. Source: the Open Molecules 2025 dataset; level of theory: ωB97M-V with the def2-TZVPD basis set.

As for the charge: 0. For the highest occupied orbital energy, the calculation gives -0.340 hartree. The strongest force on any atom is 7.131 eV/A. Its molecular weight is 115.1 g/mol. As for the relative energy (zero: lowest compared OMol25 entry of this formula, charge and spin): 867.2 kJ/mol.

Geometry as XYZ:
```
17
Properties=species:S:1:pos:R:3:lowdin_charge:R:1
C 2.998 -0.477 0.120 -0.158
C 0.744 0.100 0.077 -0.399
C 1.019 1.543 0.506 -0.111
C -0.395 -0.624 0.039 0.031
C -1.904 -0.287 0.064 -0.605
H 3.075 0.963 0.576 0.153
H 3.128 -1.356 1.221 0.162
H 4.022 -0.597 -0.991 0.172
H 1.014 1.793 1.705 0.134
H 1.886 1.875 -0.254 0.103
H -0.040 2.153 0.331 0.113
H 0.098 -1.510 -0.686 0.188
H -3.449 0.641 -0.849 0.203
H -1.870 1.008 -1.594 0.097
N -2.271 0.913 -0.623 0.074
O 1.743 -0.641 -0.670 -0.279
O -2.586 -0.969 0.678 0.123
```